Entry 1:
Computed, not measured: C5H12N2 in the gas phase, with the ωB97M-V functional and the def2-TZVPD basis.

Cartesian coordinates (Å):
C1 2.00191 -2.94416 0.11495
N1 2.00655 -1.50563 -0.30092
C2 0.79823 -0.89694 -0.55898
C3 0.47704 0.41540 -0.46779
C4 -0.73671 0.81773 0.37893
C5 -1.46904 2.14600 0.11907
N2 -2.87515 2.01718 0.53574
H1 0.96340 -3.24411 0.26720
H2 2.28604 -3.45678 -0.80740
H3 2.83155 -3.09014 0.77954
H4 2.62831 -0.96692 0.27134
H5 -0.06957 -1.51552 -0.78290
H6 1.32934 1.10423 -0.45171
H7 -0.10589 1.09580 1.22917
H8 -1.37396 -0.03312 0.61466
H9 -0.99149 2.92428 0.73575
H10 -1.45718 2.47333 -0.92210
H11 -3.35622 1.42879 -0.14061
H12 -3.34929 2.90241 0.37603

Cartesian forces (eV/Å) of the 2 atoms listed first:
C -0.06 1.38 -3.17
N 0.14 -0.68 -0.06

Computed properties:
Energy relative to the best compared isomer or geometry (same formula, charge and spin)   2.760 eV
LUMO energy   1.10 eV
M   100.2 g mol⁻¹
Charge   0
Frontier orbital gap   8.39 eV
HOMO   -0.268 hartree
Multiplicity   1
Calculated total energy   -307.127922 Ha



Entry 2:
Computed, not measured: C5H12N2 in the gas phase, with the ωB97M-V functional and the def2-TZVPD basis.

Cartesian coordinates (Å):
C1 -3.47818 0.39414 0.30825
N1 -2.19289 -0.12189 0.73600
C2 -1.06890 0.27789 0.06277
C3 0.11192 -0.32187 -0.06142
C4 1.28259 0.32500 -0.75266
C5 2.57607 -0.45359 -0.64982
N2 3.22102 -0.29004 0.63678
H1 -3.56627 1.43638 0.61715
H2 -3.58767 0.36644 -0.76906
H3 -4.24800 -0.16628 0.81570
H4 -2.23665 -1.05660 1.10571
H5 -1.17783 1.26092 -0.38962
H6 0.13522 -1.33958 0.33648
H7 1.47157 1.31812 -0.32275
H8 1.03204 0.60011 -1.78233
H9 2.40870 -1.51941 -0.80690
H10 3.25006 -0.13523 -1.45396
H11 3.16431 -1.09970 1.23366
H12 2.90289 0.52520 1.13604

Cartesian forces (eV/Å) of the 2 atoms listed first:
C 0.54 0.43 0.34
N -0.47 -0.30 0.31

Computed properties:
Energy relative to the best compared isomer or geometry (same formula, charge and spin)   1.408 eV
LUMO energy   1.11 eV
M   100.2 g mol⁻¹
Charge   0
Frontier orbital gap   8.75 eV
HOMO   -0.281 hartree
Multiplicity   1
Calculated total energy   -307.177595 Ha



Entry 3:
Computed, not measured: 2 unconnected molecules or ions with the total composition C5H12N2, with the ωB97M-V functional and the def2-TZVPD basis.

Cartesian coordinates (Å):
C1 2.09025 -1.14818 0.79019
C2 1.78560 0.30473 1.08354
C3 0.85981 -0.76788 1.49743
C4 -0.65691 -0.35763 -1.76205
C5 -1.69671 1.33671 -0.30712
N1 -1.30568 -0.94581 0.41144
N2 -1.40117 -0.05801 -0.56104
H1 2.03475 -1.47469 -0.23755
H2 2.88629 -1.63930 1.33787
H3 2.36532 0.82523 1.83826
H4 1.52958 0.93662 0.24674
H5 0.61861 -1.01875 2.51348
H6 0.21355 0.29757 -1.86713
H7 -0.32721 -1.39050 -1.69906
H8 -1.30343 -0.23252 -2.63567
H9 -1.84040 1.84987 -1.25601
H10 -2.61541 1.40896 0.27761
H11 -0.89060 1.82750 0.25183
H12 -1.74816 -0.59453 1.25916

Cartesian forces (eV/Å) of the 2 atoms listed first:
C 0.09 -0.24 -0.03
C 0.05 0.17 0.18

Computed properties:
Energy relative to the best compared isomer or geometry (same formula, charge and spin)   5.472 eV
LUMO energy (spin up / spin down)   1.00 / 1.02 eV
M   100.2 g mol⁻¹
Charge   0
Frontier orbital gap (spin up / spin down)   8.26 / 7.96 eV
HOMO (spin up / spin down)   -0.267 / -0.255 hartree
Multiplicity   1
Calculated total energy   -307.028254 Ha



Entry 4:
Computed, not measured: a gas-phase ion, C5H12N2 (charge +1), with the ωB97M-V functional and the def2-TZVPD basis.

Cartesian coordinates (Å):
C1 -2.28413 -0.35710 -0.41914
C2 -1.17124 -1.09578 -1.15857
C3 -0.13411 -0.19380 -1.80966
C4 0.62792 0.82289 -0.90667
N1 1.18715 0.32907 0.31660
C5 0.67397 0.35794 1.54361
N2 1.42701 0.06644 2.55830
H1 -3.09372 -1.06012 -0.29418
H2 -2.02095 0.17407 0.48465
H3 -2.76282 0.37043 -1.07299
H4 -1.52433 -1.75239 -1.93479
H5 -0.70945 -1.73662 -0.40430
H6 -0.61987 0.55461 -2.43795
H7 0.52717 -0.80807 -2.41730
H8 1.40808 1.18081 -1.57198
H9 -0.00902 1.68079 -0.67774
H10 2.21258 0.31261 0.40249
H11 -0.39124 0.50674 1.62415
H12 0.89703 -0.00562 3.42498

Cartesian forces (eV/Å) of the 2 atoms listed first:
C -0.76 -0.07 -1.67
C 0.60 0.79 1.21

Computed properties:
Energy relative to the best compared isomer or geometry (same formula, charge and spin)   1.793 eV
LUMO energy (spin up / spin down)   -3.84 / -8.29 eV
M   100.2 g mol⁻¹
Charge   +1
Frontier orbital gap (spin up / spin down)   11.72 / 7.28 eV
⟨S²⟩   0.785
HOMO (spin up / spin down)   -0.572 / -0.572 hartree
Multiplicity   2
Calculated total energy   -306.885331 Ha



Entry 5:
Computed, not measured: a gas-phase ion, C5H12N2 (charge +1), with the ωB97M-V functional and the def2-TZVPD basis.

Cartesian coordinates (Å):
C1 1.70957 -0.91711 -0.55400
C2 1.48945 0.50965 -1.10918
C3 0.04784 1.01989 -1.02000
N1 -1.99301 0.21724 2.15114
C4 -1.51156 0.24717 0.83592
C5 -0.47459 0.94541 0.37977
N2 0.56542 -1.71590 -0.71271
H1 1.98011 -0.76363 0.49932
H2 2.52516 -1.46087 -1.02522
H3 1.93284 0.58389 -2.09735
H4 2.08245 1.15279 -0.46218
H5 0.08363 2.05746 -1.37043
H6 -0.60320 0.54728 -1.74216
H7 -2.00593 1.10200 2.62903
H8 -1.55644 -0.48984 2.72608
H9 -2.05433 -0.39991 0.13166
H10 0.04844 1.59668 1.07780
H11 -0.37282 -1.33181 -0.65001
H12 0.62051 -2.72658 -0.78054

Cartesian forces (eV/Å) of the 2 atoms listed first:
C -0.10 0.46 -0.92
C 0.26 0.13 0.66

Computed properties:
Energy relative to the best compared isomer or geometry (same formula, charge and spin)   2.158 eV
LUMO energy (spin up / spin down)   -3.18 / -8.13 eV
M   100.2 g mol⁻¹
Charge   +1
Frontier orbital gap (spin up / spin down)   9.66 / 4.62 eV
⟨S²⟩   0.755
HOMO (spin up / spin down)   -0.472 / -0.469 hartree
Multiplicity   2
Calculated total energy   -306.871914 Ha



Entry 6:
Computed, not measured: a gas-phase ion, C5H12N2 (charge +2), with the ωB97M-V functional and the def2-TZVPD basis.

Cartesian coordinates (Å):
C1 1.87291 0.84729 -1.24783
C2 0.42999 0.41291 -1.72851
C3 -0.20058 -0.47507 -0.68842
C4 -1.07966 0.02700 0.37308
N1 -1.44572 -0.62162 1.39905
C5 -2.52511 -0.09779 2.26199
N2 2.45108 -0.25987 -0.37956
H1 1.78667 1.65295 -0.56966
H2 2.56445 1.07096 -2.05447
H3 0.54987 -0.16461 -2.68664
H4 -0.17406 1.33259 -1.95747
H5 -0.39950 -1.47866 -0.94699
H6 -1.47675 1.08814 0.32591
H7 -3.43907 -0.67213 2.08054
H8 -2.15301 -0.20938 3.32068
H9 -2.79174 0.98530 2.09007
H10 2.84183 -1.06119 -0.96428
H11 1.54155 -0.68105 0.13060
H12 3.12691 0.02148 0.27349

Cartesian forces (eV/Å) of the 2 atoms listed first:
C -0.59 -0.75 0.04
C 0.83 -0.39 -0.83

Computed properties:
Energy relative to the best compared isomer or geometry (same formula, charge and spin)   4.190 eV
LUMO energy   -12.33 eV
M   100.2 g mol⁻¹
Charge   +2
Frontier orbital gap   6.89 eV
HOMO   -0.706 hartree
Multiplicity   1
Calculated total energy   -306.416894 Ha